{"formula": "C9H19N2OP", "method": "ωB97M-V with the def2-TZVPD basis set", "relative_energy_kj_mol": 315.14, "smiles": "C/C=C(\\PN(C)C(C)C)C(=O)NC", "charge": 0, "elements": ["C", "C", "C", "C", "C", "C", "C", "C", "C", "N", "N", "O", "P", "H", "H", "H", "H", "H", "H", "H", "H", "H", "H", "H", "H", "H", "H", "H", "H", "H", "H", "H"], "positions_angstrom": [[2.1411, 1.3356, 1.4052], [0.5877, 3.8915, 1.3348], [1.9179, 0.2885, 0.3866], [2.7794, -1.8041, -0.5666], [-0.9632, -2.4796, -1.0994], [-2.7525, -0.5932, -1.5557], [-1.4643, 0.5906, 1.1273], [2.7409, -0.6918, 0.4318], [-1.7333, -1.2157, -0.4741], [1.3824, 2.5519, 1.7744], [-0.8024, -0.2488, 0.0864], [2.9127, 1.0834, 2.3324], [0.4068, 0.2739, -0.8767], [0.5444, 4.1322, 0.2798], [0.9794, 4.6572, 1.9537], [3.3537, -2.6662, -0.2378], [3.2059, -1.4243, -1.4562], [1.7746, -2.1117, -0.9361], [-0.4477, -2.9525, -0.2514], [-1.8250, -2.9965, -1.3244], [-0.2920, -2.3451, -1.9340], [-2.0078, -0.2807, -2.3836], [-3.1963, 0.2887, -1.1610], [-3.4655, -1.2569, -1.8760], [-0.7779, 0.9114, 1.9123], [-2.0354, 1.3930, 0.6045], [-2.2381, 0.0353, 1.6765], [-0.4615, 3.6247, 1.5256], [3.4597, -0.6636, 1.2054], [-2.4541, -1.7091, 0.3026], [1.6742, 2.7887, 2.6621], [0.1448, 1.5245, -0.7507]], "mulliken_charge": [0.26, -0.74, 0.06, -1.14, -1.64, -1.27, -0.88, 0.01, 0.05, -0.26, 0.33, -0.67, -0.07, 0.29, 0.32, 0.36, 0.33, 0.09, 0.33, 0.62, 0.35, 0.26, 0.35, 0.48, 0.33, 0.30, 0.34, 0.25, 0.53, 0.32, 0.24, -0.13]}

---

{"formula": "C9H19N2Si", "method": "ωB97M-V with the def2-TZVPD basis set", "relative_energy_kj_mol": 483.76, "smiles": "[H]/N=C(/C=[NH+]\\C(C)=[SiH]\\C)C(C)(C)C", "charge": 1, "elements": ["C", "C", "C", "C", "C", "C", "C", "C", "C", "N", "N", "Si", "H", "H", "H", "H", "H", "H", "H", "H", "H", "H", "H", "H", "H", "H", "H", "H", "H", "H", "H"], "positions_angstrom": [[-0.7074, 0.8607, -0.5862], [-1.5553, -0.3191, -0.2421], [1.6065, 0.2601, -1.2804], [-0.7148, 0.2126, 2.0516], [-2.6388, -1.3299, 1.6847], [-2.8529, 1.1462, 1.2118], [1.4588, -1.2459, -1.1014], [4.7812, 0.1106, -1.6227], [-1.9386, -0.1113, 1.2186], [0.4886, 1.0224, -1.1282], [-1.7836, -1.2472, -1.0320], [3.2166, 1.1087, -1.5186], [-1.2859, 1.7835, -0.5408], [-0.1789, 1.1634, 1.5270], [-1.0781, 0.2387, 3.0655], [0.0625, -0.5346, 1.7874], [-3.5187, -1.6045, 0.9980], [-1.9561, -2.1933, 1.6374], [-3.0238, -1.1277, 2.6751], [-2.2784, 2.0771, 1.3923], [-3.6156, 1.1840, 0.3178], [-3.4541, 1.0456, 2.0265], [1.4230, -1.6583, -0.1006], [0.5196, -1.4737, -1.5757], [2.2950, -1.6551, -1.8181], [5.5560, 0.7159, -1.1977], [4.6652, -0.8302, -1.1138], [4.9896, -0.0834, -2.6860], [0.4386, 2.0589, -1.4284], [-2.2447, -2.1371, -0.8212], [3.3248, 2.5631, -1.7998]], "mulliken_charge": [-0.57, 0.17, 0.29, -1.25, -1.88, -1.73, -1.05, -0.97, 1.84, -0.07, -0.70, 0.36, 0.46, 0.29, 0.50, 0.20, 0.35, 0.43, 0.47, 0.43, 0.23, 0.60, 0.20, 0.43, 0.38, 0.34, 0.36, 0.32, 0.36, 0.26, -0.04]}

---

{"formula": "C9H19N3", "method": "ωB97M-V with the def2-TZVPD basis set", "relative_energy_kj_mol": 165.18, "smiles": "C=N/C(C)=[NH+]\\C(=C/[NH+](C)C)CC", "charge": 2, "elements": ["C", "C", "C", "C", "C", "C", "C", "C", "C", "N", "N", "N", "H", "H", "H", "H", "H", "H", "H", "H", "H", "H", "H", "H", "H", "H", "H", "H", "H", "H", "H"], "positions_angstrom": [[-0.4415, 3.6915, -0.8279], [0.4102, -1.4107, -0.6937], [-0.2625, -0.0478, -0.5927], [-0.2105, 1.9356, 0.8549], [-0.2209, 2.2767, 2.2907], [-2.5573, 0.5277, -1.0593], [0.8055, -3.5185, 0.3310], [2.5828, -1.9636, 0.1087], [-1.0949, 0.3386, -1.6542], [-0.5387, 2.8214, 0.0422], [0.0049, 0.6334, 0.5540], [1.1432, -2.0992, 0.3623], [0.5879, 4.0841, -1.1262], [-1.3109, 4.3306, -1.1271], [0.2607, -2.0712, -1.5792], [0.1632, 1.4194, 2.8741], [-1.3702, 2.3989, 2.3986], [0.3163, 3.1898, 2.4549], [-3.0710, -0.4491, -0.6685], [-2.5010, 1.2885, -0.1840], [-3.1547, 0.8218, -1.9000], [0.2533, -3.7581, -0.5196], [1.7043, -4.1464, 0.3426], [0.2387, -3.8238, 1.1224], [2.9169, -2.7574, -0.5245], [2.9482, -0.9820, -0.3511], [3.1212, -2.1163, 1.0010], [-1.1136, -0.4433, -2.3953], [-0.9064, 1.3719, -2.0841], [0.3390, -0.0416, 1.3046], [0.9578, -1.5006, 1.2454]], "mulliken_charge": [-0.21, -1.15, 0.78, 0.61, -1.20, -0.89, -0.90, -0.99, -0.79, 0.08, 0.08, 0.38, 0.29, 0.30, 0.33, 0.32, 0.31, 0.41, 0.31, 0.23, 0.39, 0.30, 0.37, 0.44, 0.43, 0.27, 0.48, 0.42, 0.22, 0.01, 0.38]}

---

{"formula": "C9H19N3S", "method": "ωB97M-V with the def2-TZVPD basis set", "relative_energy_kj_mol": 0.00, "charge": 2, "elements": ["C", "C", "C", "C", "C", "C", "C", "C", "C", "N", "N", "N", "S", "H", "H", "H", "H", "H", "H", "H", "H", "H", "H", "H", "H", "H", "H", "H", "H", "H", "H", "H"], "positions_angstrom": [[2.7836, 0.8971, 2.5007], [2.2592, 0.1958, 1.4967], [-0.5955, -0.4952, -0.9954], [-1.9377, -1.3048, -1.0450], [-0.0308, -0.5340, 0.4531], [-4.1471, -0.3467, -0.5920], [-4.9969, 0.6198, 0.1223], [1.5380, -0.3408, 0.5678], [3.9818, 0.3396, -0.8421], [-2.8860, -0.4214, -0.3632], [-0.7693, 0.5064, 1.2403], [4.1767, 0.6756, -2.0946], [4.8396, -0.9651, -0.1967], [2.9225, 1.9830, 2.5346], [0.1810, -0.8842, -1.7451], [-0.7059, 0.5901, -1.1578], [-2.2599, -1.5605, -2.1535], [-1.7549, -2.3121, -0.5515], [-0.2033, -1.4940, 0.8853], [-4.6341, -1.0025, -1.3096], [-5.5564, 1.2065, -0.5701], [-4.5008, 1.2810, 0.7074], [-5.7377, 0.1200, 0.7495], [2.0522, -0.8605, -0.2501], [3.3848, 0.9297, -0.0940], [-2.3312, 0.0676, 0.4290], [-0.6026, 0.4897, 2.2524], [-0.6242, 1.4128, 0.8637], [3.8404, 1.5416, -2.6556], [4.7305, -0.0601, -2.6141], [3.2681, 0.4253, 3.4055], [4.3162, -0.6999, 1.0222]], "mulliken_charge": [-0.78, -0.69, -0.88, -0.73, 0.29, 0.45, -1.30, 0.06, 0.08, 0.09, -0.70, -0.36, -0.05, 0.28, 0.38, 0.37, 0.41, 0.31, 0.32, 0.44, 0.38, 0.35, 0.36, 0.46, 0.55, 0.32, 0.22, 0.22, 0.31, 0.25, 0.30, 0.29]}

---

{"formula": "C9H19N5O", "method": "ωB97M-V with the def2-TZVPD basis set", "charge": 0, "e_tot_ev": -19130.0781, "multiplicity": 3, "s2": 2.020, "elements": ["C", "C", "C", "C", "C", "C", "C", "C", "C", "N", "N", "N", "N", "N", "O", "H", "H", "H", "H", "H", "H", "H", "H", "H", "H", "H", "H", "H", "H", "H", "H", "H", "H", "H"], "positions_angstrom": [[-3.5477, 0.1382, -0.1510], [-2.3972, -0.1361, 0.9402], [4.0619, 1.5827, -0.8339], [-0.0977, -3.3234, -0.2764], [-2.0455, 2.0556, 1.6797], [2.8357, 0.8441, -0.2645], [0.2896, -2.0343, 0.4474], [1.4561, 1.2078, -0.7051], [0.3368, -0.9633, -0.6183], [-2.8645, -0.1346, -1.2366], [-2.2155, -0.9354, -1.7772], [-1.5367, 0.9423, 1.0590], [-0.3507, 1.1171, 0.5823], [0.4579, 0.3467, -0.0828], [-4.5412, 0.7783, 0.1917], [-2.9984, -0.2251, 1.8801], [-2.0887, -1.0389, 0.6048], [3.6721, 2.1447, -1.7246], [4.4755, 2.3357, -0.1614], [4.8418, 0.9343, -1.2973], [-0.9813, -2.9535, -0.9585], [0.8549, -3.6703, -0.8155], [-0.5541, -4.1287, 0.4149], [-3.0788, 2.2513, 1.3015], [-2.0979, 2.0313, 2.7474], [-1.5475, 3.0141, 1.4489], [3.0117, 0.7224, 0.8494], [3.0199, -0.1972, -0.7442], [1.1994, -2.3060, 0.8349], [-0.5292, -1.7312, 1.1846], [1.1953, 2.2349, -0.2811], [1.3414, 1.3394, -1.7618], [1.1048, -1.1322, -1.2652], [-0.6821, -1.1107, -1.2115]], "mulliken_charge": [0.34, -1.12, -1.15, -1.12, -0.98, -0.03, -0.08, -0.91, -0.78, 0.23, -0.76, 0.45, -0.59, 1.00, -0.60, 0.30, 0.59, 0.30, 0.29, 0.33, 0.31, 0.33, 0.30, 0.33, 0.28, 0.39, 0.31, 0.10, 0.35, 0.26, 0.40, 0.33, 0.60, -0.03]}

---

{"formula": "C9H19O2Si", "method": "ωB97M-V with the def2-TZVPD basis set", "relative_energy_kj_mol": 0.00, "charge": -1, "elements": ["C", "C", "C", "C", "C", "C", "C", "C", "C", "O", "O", "Si", "H", "H", "H", "H", "H", "H", "H", "H", "H", "H", "H", "H", "H", "H", "H", "H", "H", "H", "H"], "positions_angstrom": [[-0.1462, 2.2735, 0.4598], [1.3629, -0.5665, -1.7980], [0.9318, 1.9534, -2.1929], [-0.9028, 0.4699, -1.7996], [-0.0311, -2.0269, 1.0964], [0.5915, 0.1138, 3.1160], [-2.1707, -0.4451, 1.9276], [0.6558, 1.0229, 0.1048], [0.5626, 0.7167, -1.4999], [0.0598, 3.3875, 0.0488], [-0.8871, 1.9884, 1.4083], [-0.2970, -0.0523, 1.4268], [1.1692, -0.9560, -2.8163], [1.1392, -1.2394, -1.0605], [2.4117, -0.4336, -1.6777], [0.3163, 2.8686, -2.1814], [1.0122, 1.6206, -3.2459], [1.9703, 2.2217, -1.8785], [-1.4666, 1.3417, -1.4962], [-0.9165, 0.1802, -2.8595], [-1.3174, -0.3866, -1.2962], [-0.0826, -2.7691, 1.8666], [-0.6478, -2.4841, 0.3235], [1.0870, -2.2034, 0.7803], [0.1044, -0.4631, 3.8656], [1.6417, -0.0911, 3.1254], [0.4228, 1.1425, 3.4651], [-2.5616, -1.0172, 1.0901], [-2.3551, -1.0601, 2.8136], [-2.6293, 0.4499, 1.9085], [1.6641, 1.3813, 0.2112]], "mulliken_charge": [0.13, -1.69, -1.77, -1.94, -1.54, -1.41, -1.42, -0.30, 2.02, -0.71, -0.71, 1.02, 0.38, 0.26, 0.41, 0.31, 0.49, 0.31, 0.43, 0.54, 0.29, 0.48, 0.40, 0.28, 0.34, 0.33, 0.36, 0.31, 0.33, 0.48, 0.58]}

---

{"formula": "C9H20AgF6N4O12S6", "method": "ωB97M-V with the def2-TZVPD basis set", "relative_energy_kj_mol": 710.12, "charge": -1, "elements": ["Ag", "C", "C", "C", "C", "N", "C", "C", "C", "C", "C", "H", "H", "H", "H", "H", "H", "H", "H", "H", "H", "H", "H", "H", "H", "H", "H", "H", "H", "H", "H", "N", "S", "O", "O", "F", "S", "O", "O", "F", "N", "S", "O", "O", "F", "S", "O", "O", "F", "N", "S", "O", "O", "F", "S", "O", "O", "F"], "positions_angstrom": [[-0.1696, -0.3442, -3.7585], [-0.4934, -2.6715, 6.3250], [-0.1544, -1.2874, 5.7679], [0.7102, -1.1563, 4.4547], [1.2243, 0.2957, 4.3714], [1.3005, 0.9914, 2.9629], [-0.1637, 1.4843, 2.6541], [-0.2143, 2.9620, 3.2085], [1.1880, 3.5260, 3.0358], [2.1216, 2.2798, 2.9377], [1.7599, -0.0035, 1.8177], [-1.2946, -3.1104, 5.7303], [-0.9314, -2.7360, 7.3210], [0.3079, -3.4102, 6.3084], [0.3253, -0.6558, 6.5156], [-1.0886, -0.7495, 5.6065], [0.0954, -1.4186, 3.5937], [1.4722, -1.9275, 4.3414], [2.2647, 0.3165, 4.6960], [0.6297, 0.9606, 4.9979], [-0.2727, 1.5126, 1.5699], [-0.9956, 0.9488, 3.1115], [-0.8955, 3.5258, 2.5711], [-0.6160, 2.9351, 4.2214], [1.3852, 4.0878, 2.1228], [1.4758, 3.9766, 3.9856], [2.7168, 2.3059, 2.0249], [2.8448, 2.2465, 3.7526], [2.8047, -0.2084, 2.0509], [1.8705, 0.5291, 0.8732], [1.0815, -0.8230, 1.5802], [-2.0776, -2.5943, -1.2075], [-1.8251, -4.0180, -0.8081], [-2.8180, -5.0062, -1.2623], [-1.1224, -4.3037, 0.4252], [-0.6165, -4.1683, -1.8848], [-3.6254, -2.5407, -0.4196], [-3.5320, -2.6933, 1.0429], [-4.8415, -3.0722, -1.0573], [-3.7511, -0.8771, -0.6346], [3.0509, 1.5428, -3.9516], [3.5488, 2.9338, -4.1225], [3.6064, 3.4696, -5.4868], [4.5927, 3.3901, -3.2035], [2.2812, 3.8055, -3.4621], [4.3432, 0.7886, -4.8451], [5.6020, 0.7254, -4.1385], [4.3843, 0.9225, -6.3099], [3.7846, -0.7681, -4.7175], [-2.5634, -0.0184, -6.8151], [-3.6404, 0.9549, -7.3699], [-4.5761, 1.2572, -6.2916], [-4.0581, 0.9567, -8.7445], [-2.6276, 2.2420, -7.2723], [-3.4669, -1.4155, -7.1036], [-3.2290, -1.9652, -8.4529], [-4.7119, -1.5879, -6.3888], [-2.4003, -2.3421, -6.2699]], "mulliken_charge": [0.96, -1.31, -0.74, -0.44, -0.87, 0.29, -0.56, -0.68, -0.39, -0.72, -1.31, 0.32, 0.36, 0.34, 0.42, 0.35, 0.38, 0.47, 0.34, 0.47, 0.49, 0.27, 0.40, 0.32, 0.34, 0.26, 0.40, 0.33, 0.43, 0.52, 0.50, -0.19, 1.06, -0.58, -0.58, -0.33, 1.04, -0.55, -0.52, -0.32, -0.22, 1.03, -0.57, -0.60, -0.35, 1.07, -0.54, -0.51, -0.31, -0.25, 1.06, -0.58, -0.56, -0.32, 1.06, -0.57, -0.51, -0.31]}

---

> Which value of charge does entry 7 give?

-1